Record 1
{"formula": "C51H122AsBeBr3F6N5O7P2", "method": "the ωB97M-V functional and the def2-TZVPD basis", "homo_lumo_gap_ev": 7.7250, "lumo_energy_ev": -5.89, "total_charge": 3, "elements": ["Be", "C", "C", "O", "H", "H", "H", "H", "H", "C", "C", "O", "H", "H", "H", "H", "H", "C", "C", "C", "C", "P", "C", "C", "C", "C", "C", "C", "C", "C", "C", "C", "C", "C", "H", "H", "H", "H", "H", "H", "H", "H", "H", "H", "H", "H", "H", "H", "H", "H", "H", "H", "H", "H", "H", "H", "H", "H", "H", "H", "H", "H", "H", "H", "H", "H", "H", "H", "H", "H", "C", "C", "C", "C", "P", "C", "C", "C", "C", "C", "C", "C", "C", "C", "C", "C", "C", "H", "H", "H", "H", "H", "H", "H", "H", "H", "H", "H", "H", "H", "H", "H", "H", "H", "H", "H", "H", "H", "H", "H", "H", "H", "H", "H", "H", "H", "H", "H", "H", "H", "H", "H", "H", "C", "C", "O", "N", "H", "H", "C", "H", "H", "H", "H", "H", "H", "C", "C", "O", "N", "H", "H", "C", "H", "H", "H", "H", "H", "H", "C", "C", "O", "N", "H", "H", "C", "H", "H", "H", "H", "H", "H", "C", "C", "O", "N", "H", "H", "C", "H", "H", "H", "H", "H", "H", "C", "C", "O", "N", "H", "H", "C", "H", "H", "H", "H", "H", "H", "As", "F", "F", "F", "F", "F", "F", "Br", "Br", "Br"], "positions_angstrom": [[1.36, 3.24, -0.49], [-0.38, 5.84, 2.32], [0.29, 5.68, 0.97], [0.96, 4.35, 0.61], [0.29, 6.23, 3.09], [-0.90, 4.91, 2.58], [-1.15, 6.64, 2.14], [1.09, 6.37, 0.73], [-0.51, 5.67, 0.24], [4.09, 1.13, 1.04], [3.89, 2.28, 0.12], [2.56, 2.13, -0.38], [3.38, 1.29, 1.85], [5.09, 1.10, 1.46], [4.00, 0.16, 0.53], [4.41, 2.23, -0.82], [3.86, 3.29, 0.47], [-5.68, -5.83, -1.32], [-5.48, -6.06, -2.78], [-4.76, -5.05, -3.58], [-3.33, -4.92, -3.15], [-2.49, -3.29, -3.35], [-0.87, -3.49, -2.63], [-0.05, -4.72, -3.15], [1.44, -4.53, -2.77], [1.68, -4.57, -1.24], [-2.47, -2.94, -5.11], [-1.94, -1.56, -5.53], [-0.35, -1.40, -5.39], [0.09, -0.26, -6.38], [-3.33, -1.96, -2.54], [-3.45, -2.19, -1.03], [-4.35, -1.16, -0.37], [-5.77, -1.02, -0.94], [-6.05, -6.79, -0.93], [-6.37, -5.02, -1.11], [-4.75, -5.55, -0.80], [-6.44, -6.31, -3.22], [-4.93, -7.02, -2.86], [-5.24, -4.08, -3.48], [-4.79, -5.23, -4.65], [-2.67, -5.58, -3.70], [-3.23, -5.12, -2.08], [-1.03, -3.42, -1.56], [-0.35, -2.59, -2.90], [-0.16, -4.76, -4.23], [-0.35, -5.70, -2.81], [1.77, -3.57, -3.23], [2.05, -5.36, -3.14], [1.63, -5.64, -1.00], [0.93, -3.97, -0.66], [2.66, -4.20, -0.92], [-3.49, -3.20, -5.43], [-1.78, -3.72, -5.50], [-2.44, -0.77, -4.94], [-2.20, -1.36, -6.59], [0.19, -2.30, -5.66], [-0.12, -1.14, -4.34], [1.11, 0.11, -6.37], [-0.55, 0.63, -6.21], [-0.12, -0.57, -7.40], [-4.29, -1.81, -3.04], [-2.77, -1.08, -2.75], [-2.48, -2.30, -0.58], [-3.98, -3.15, -0.87], [-3.87, -0.16, -0.45], [-4.43, -1.44, 0.69], [-6.22, -0.13, -0.47], [-6.39, -1.89, -0.76], [-5.67, -0.89, -2.03], [-0.51, -4.26, 7.28], [0.64, -3.28, 6.83], [0.25, -2.26, 5.76], [-0.22, -3.13, 4.56], [-0.06, -2.46, 2.88], [-0.85, -3.60, 1.68], [-0.46, -5.03, 1.77], [-1.27, -5.87, 0.83], [-0.85, -7.33, 0.72], [-1.06, -0.97, 2.94], [-2.51, -1.24, 3.25], [-3.42, -0.02, 3.10], [-3.48, 0.86, 4.31], [1.71, -2.10, 2.38], [2.63, -3.26, 2.84], [4.04, -3.23, 2.31], [5.16, -2.59, 3.19], [-0.17, -4.81, 8.14], [-0.84, -4.92, 6.44], [-1.32, -3.59, 7.57], [1.48, -3.80, 6.31], [1.12, -2.75, 7.69], [1.07, -1.57, 5.54], [-0.55, -1.62, 6.14], [-1.27, -3.36, 4.80], [0.24, -4.12, 4.61], [-0.68, -3.10, 0.73], [-1.93, -3.51, 1.88], [-0.59, -5.47, 2.74], [0.56, -5.20, 1.48], [-1.19, -5.38, -0.18], [-2.34, -5.78, 1.02], [-1.22, -7.89, 1.59], [0.24, -7.40, 0.81], [-1.29, -7.80, -0.19], [-1.06, -0.48, 1.97], [-0.59, -0.23, 3.59], [-2.62, -1.69, 4.23], [-2.83, -2.05, 2.61], [-4.43, -0.37, 2.86], [-3.11, 0.60, 2.24], [-4.17, 1.70, 4.17], [-2.50, 1.11, 4.74], [-3.95, 0.23, 5.08], [2.01, -1.14, 2.76], [1.67, -2.13, 1.31], [2.11, -4.13, 2.41], [2.65, -3.49, 3.90], [4.09, -2.77, 1.33], [4.44, -4.23, 2.12], [4.84, -1.59, 3.51], [6.05, -2.46, 2.60], [5.44, -3.12, 4.13], [-4.61, 4.57, 2.90], [-3.97, 4.88, 4.13], [-4.17, 5.68, 4.93], [-2.58, 4.07, 4.46], [-2.79, 3.09, 4.78], [-2.08, 3.93, 3.58], [-1.61, 4.80, 5.30], [-3.87, 4.48, 2.08], [-5.39, 5.31, 2.79], [-5.14, 3.60, 2.97], [-1.91, 4.56, 6.30], [-1.87, 5.83, 5.15], [-0.56, 4.61, 5.18], [4.00, 6.21, 1.16], [4.03, 6.91, -0.19], [5.22, 7.16, -0.49], [3.01, 6.74, -1.12], [2.11, 6.43, -0.71], [1.28, 4.08, 1.57], [3.11, 7.07, -2.57], [4.95, 6.49, 1.60], [3.91, 5.14, 0.92], [3.18, 6.35, 1.86], [2.34, 7.74, -2.91], [3.05, 6.17, -3.14], [4.07, 7.60, -2.69], [4.63, -1.72, -1.85], [4.24, -0.39, -2.31], [5.02, 0.55, -2.23], [2.94, -0.18, -2.68], [2.50, -1.06, -2.71], [2.68, 1.57, -1.16], [2.57, 0.65, -3.82], [5.62, -1.59, -1.46], [4.69, -2.33, -2.78], [3.90, -2.23, -1.23], [2.90, 1.66, -3.72], [1.48, 0.56, -3.87], [2.96, 0.17, -4.73], [7.99, 3.40, -2.82], [6.71, 3.99, -2.28], [6.13, 3.91, -1.25], [6.00, 4.76, -3.50], [5.82, 5.65, -3.07], [6.61, 4.90, -4.29], [4.77, 3.99, -3.97], [8.42, 2.72, -2.09], [8.63, 4.23, -3.10], [7.78, 2.95, -3.80], [4.99, 2.93, -3.90], [4.44, 4.29, -4.96], [4.06, 4.24, -3.23], [-3.38, 2.44, -2.97], [-4.39, 3.56, -2.66], [-5.55, 3.57, -2.82], [-3.70, 4.73, -2.04], [-4.52, 5.33, -1.90], [-3.38, 4.48, -1.07], [-2.74, 5.52, -2.88], [-3.94, 1.48, -3.04], [-2.69, 2.25, -2.13], [-2.81, 2.60, -3.89], [-2.44, 6.45, -2.44], [-3.12, 5.65, -3.87], [-1.84, 4.91, -2.99], [1.54, 2.31, 4.03], [1.69, 0.56, 4.22], [3.16, 2.39, 3.41], [1.30, 4.10, 3.89], [-0.16, 2.10, 4.49], [1.99, 2.62, 5.72], [1.11, 2.35, 2.27], [0.80, 2.97, -2.71], [0.04, -1.14, -0.77], [-2.70, 3.24, 0.59]], "mulliken_charge": [-1.12, -1.22, -0.35, 1.62, 0.45, 0.03, 0.52, 0.26, 0.31, -0.20, 0.93, 0.93, -0.34, 0.51, -0.26, -0.07, -0.51, -0.62, -0.80, -0.66, -0.31, 0.29, 2.12, -1.12, -0.76, -0.50, -1.12, -0.94, 0.75, -1.49, -0.83, 1.20, 0.04, -1.48, 0.39, 0.24, -0.10, 0.45, 0.34, 0.38, 0.37, 0.86, -0.38, -0.92, -1.03, 0.60, 0.43, -0.01, 0.51, 0.41, -0.15, 0.41, 0.59, 0.53, 0.21, 0.55, 0.21, -0.22, 0.32, 0.27, 0.47, 0.77, 0.61, -0.97, -0.15, 0.07, 0.15, 0.44, 0.31, 0.33, -1.04, -0.83, -0.18, -2.69, 0.05, 1.03, -0.84, 0.34, -1.64, -0.14, -0.59, -0.18, -1.44, 1.25, 0.21, -0.60, -1.48, 0.43, 0.22, 0.27, 0.27, 0.49, -0.01, 0.45, 0.82, 1.26, -1.67, 0.68, 0.69, 0.06, -0.58, 0.65, 0.42, 0.35, 0.42, 0.67, 0.27, 0.24, 0.07, 0.52, -0.03, 0.38, 0.13, 0.37, 0.30, -0.28, -0.09, 0.11, -0.07, 0.52, 0.28, 0.43, 0.35, -0.60, 0.87, -0.39, 0.12, 0.13, -0.04, -0.87, -0.27, 0.40, 0.36, 0.48, 0.41, 0.19, -0.19, 0.66, -0.61, 0.11, -0.15, 0.07, -1.01, 0.41, -0.42, 0.27, 0.39, 0.19, 0.40, -1.06, 0.80, -0.58, 0.78, -0.47, -0.31, -0.52, 0.42, 0.47, -0.20, -0.15, -0.05, 0.54, -1.36, 0.71, -0.31, -0.09, 0.26, 0.42, -0.82, 0.36, 0.44, 0.40, 0.36, 0.45, 0.07, -0.55, 0.32, -0.43, 0.49, 0.42, -0.41, -0.77, 0.12, 0.10, 0.46, 0.39, 0.39, 0.19, 1.87, -0.37, -0.48, -0.59, -0.47, -0.48, -0.38, -0.41, -0.51, -0.58]}

---

Record 2
{"formula": "C4H13NO2", "method": "the ωB97M-V functional and the def2-TZVPD basis", "smiles": "CC/C=C/N.O.O", "homo_lumo_gap_ev": 8.7869, "lumo_energy_ev": 0.82, "total_charge": 0, "de_lowest_ev": 0.979, "elements": ["C", "C", "C", "C", "N", "H", "H", "H", "H", "H", "H", "H", "H", "H", "H", "H", "O", "H", "H", "O"], "positions_angstrom": [[-2.45, -0.86, -0.40], [-1.93, -0.17, 0.90], [-0.44, 0.12, 0.79], [0.01, 1.38, 0.48], [1.37, 1.72, 0.40], [-1.92, -1.82, -0.39], [-3.52, -1.07, -0.33], [-2.10, -0.34, -1.30], [-2.09, -0.86, 1.73], [-2.35, 0.81, 1.24], [0.12, -0.79, 0.64], [-0.67, 2.24, 0.54], [1.68, 2.53, 0.89], [1.87, 0.90, 0.76], [1.28, 0.79, -1.90], [0.78, -0.55, -2.28], [1.58, -0.13, -1.93], [3.58, -1.69, 0.25], [2.39, -1.13, -0.49], [2.82, -1.11, 0.38]], "nbo_charge": [-0.61, -0.42, -0.28, -0.02, -0.85, 0.20, 0.21, 0.20, 0.20, 0.20, 0.20, 0.18, 0.37, 0.40, 0.49, 0.47, -0.95, 0.47, 0.50, -0.97]}

---

Record 3
{"formula": "C3H2N2O", "method": "the ωB97M-V functional and the def2-TZVPD basis", "homo_lumo_gap_ev": [8.8393, 8.7650], "lumo_energy_ev": [-2.02, -0.84], "total_charge": 0, "de_lowest_ev": 5.699, "elements": ["C", "C", "C", "N", "N", "O", "H", "H"], "positions_angstrom": [[-1.24, 0.23, -0.91], [1.22, -0.49, -0.21], [-0.15, -0.15, -0.33], [-2.08, 0.54, -1.66], [0.42, -1.04, 0.75], [2.31, -0.37, -0.53], [-0.80, 2.07, 1.16], [0.34, -0.78, 1.73]], "nbo_charge": [0.15, 0.66, 0.00, -0.20, -0.55, -0.48, 0.00, 0.41]}